Entry 1:
Molecular formula: C32H58O17S2
Method: DFT, wB97M-V/def2-TZVPD

Element x y z (Å)
C -1.436 -2.616 -4.171
C -0.767 -1.247 -4.349
C -0.414 -0.793 -5.783
O -0.917 0.502 -5.886
C -1.755 0.771 -4.855
O -2.353 1.798 -4.613
O -1.647 -0.251 -3.928
H -0.701 -3.402 -3.994
H -1.813 -2.977 -5.128
H -2.218 -2.624 -3.412
H 0.179 -1.326 -3.812
H -0.863 -1.529 -6.450
H 0.629 -0.798 -6.100
C -3.214 2.521 2.459
C -3.888 1.655 3.569
C -3.162 1.654 4.861
O -4.250 1.766 5.774
C -5.361 2.155 5.217
O -6.393 2.427 5.723
O -5.104 2.264 3.910
H -2.150 2.282 2.476
H -3.325 3.598 2.586
H -3.643 2.293 1.483
H -3.999 0.610 3.279
H -2.566 2.566 4.832
H -2.541 0.767 4.983
C 4.729 3.026 -4.600
C 3.671 2.032 -4.997
C 2.241 2.636 -5.078
O 1.852 2.098 -6.359
C 2.912 1.668 -7.045
O 2.828 1.195 -8.240
O 4.007 1.595 -6.223
H 4.928 3.900 -5.220
H 5.634 2.460 -4.379
H 4.454 3.364 -3.600
H 3.546 1.244 -4.255
H 2.235 3.709 -5.270
H 1.624 2.315 -4.239
C 1.458 -6.896 -0.076
C 0.802 -5.573 -0.430
O 1.156 -4.993 -1.420
C -0.160 -5.058 0.630
H 1.707 -7.005 0.980
H 2.447 -6.866 -0.533
H 0.978 -7.854 -0.279
H -0.799 -5.904 0.884
H -0.632 -4.231 0.099
H 0.467 -4.575 1.379
C -4.337 3.361 -2.005
C -3.679 4.692 -1.782
O -3.285 5.163 -0.730
C -3.124 5.399 -3.060
H -5.212 3.620 -2.601
H -4.589 2.885 -1.057
H -3.638 2.794 -2.619
H -2.079 5.698 -2.978
H -3.816 6.234 -3.164
H -3.208 4.804 -3.970
C 4.348 0.376 -0.452
C 5.781 0.389 -0.896
O 6.394 1.421 -1.193
C 6.437 -0.887 -1.120
H 3.715 0.001 -1.256
H 4.110 1.351 -0.028
H 4.285 -0.204 0.469
H 6.299 -1.583 -0.292
H 7.450 -0.802 -1.514
H 5.961 -1.495 -1.889
C 1.614 1.672 3.766
C 2.589 0.666 4.410
O 2.296 -0.539 4.528
C 3.893 1.345 4.910
H 0.574 1.560 4.073
H 1.522 1.267 2.758
H 1.886 2.727 3.749
H 4.550 0.870 5.638
H 3.772 2.344 5.330
H 4.535 1.436 4.033
C -0.753 -2.976 5.625
C -2.216 -3.465 5.853
C -3.185 -3.189 4.730
S -2.175 -2.424 3.330
O -2.458 -0.989 3.267
O -2.326 -3.264 2.135
C -0.556 -2.674 4.181
H 0.019 -3.708 5.863
H -0.576 -2.050 6.171
H -2.635 -2.927 6.703
H -2.180 -4.432 6.355
H -4.116 -2.625 4.792
H -3.395 -4.086 4.147
H -0.056 -1.719 4.016
H -0.089 -3.596 3.837
C -1.577 0.129 0.586
C -0.691 -1.075 0.139
C 0.690 -0.516 -0.261
S 0.538 1.227 -0.845
O 0.670 1.139 -2.333
O 1.450 2.004 -0.003
C -1.294 1.343 -0.341
H -1.279 0.342 1.612
H -2.627 -0.156 0.646
H -1.141 -1.485 -0.765
H -0.657 -1.930 0.813
H 1.391 -0.958 -0.969
H 1.161 -0.352 0.708
H -1.799 1.118 -1.281
H -1.598 2.375 -0.166

Output
orbital gap (alpha / beta)	1.87 / 9.53	eV
highest occupied orbital energy (alpha / beta)	0.1 / -7.5	eV
multiplicity	2
E_LUMO (alpha / beta)	2.015 / 1.990	eV
charge	-1
expectation value of S²	0.75

Results of the Löwdin charge analysis, in e, for atoms 1 through 4: number 1, C, carries -0.015; number 2, C, carries -0.333; number 3, C, carries -0.100; number 4, O, carries 0.078

---

Entry 2:
Molecular formula: C5H5FOS
Method: DFT, wB97M-V/def2-TZVPD

Element x y z (Å)
C 0.020 2.739 0.990
C -0.146 1.555 0.752
C -0.307 0.163 0.300
F -1.453 -0.355 0.810
C 0.194 -0.393 -0.960
S -0.716 -1.538 -1.892
C 0.838 -0.805 0.320
O 0.653 -2.060 0.858
H 0.321 3.779 1.038
H 0.871 0.247 -1.541
H -1.718 -0.698 -2.203
H 1.779 -0.369 0.594
H -0.338 -2.266 0.935

Output
orbital gap	9.87	eV
energy relative to the best compared isomer or geometry (same formula, charge and spin)	323.8	kJ/mol
highest occupied orbital energy	-9.3	eV
SMILES string	C#C[C@@]1(F)[C@H](S)[C@@H]1O
E_LUMO	0.577	eV

Results of the natural (NBO) charge analysis, in e, for atoms 1 through 4: number 1, C, carries -0.194; number 2, C, carries -0.061; number 3, C, carries 0.248; number 4, F, carries -0.325

---

Entry 3:
Molecular formula: C10H13AuClI2N2OP
Method: DFT, wB97M-V/def2-TZVPD

Element x y z (Å)
I -4.128 -4.776 0.896
I -5.767 -2.769 -0.077
Au -0.021 -0.122 -0.238
P 0.512 -0.776 -2.458
C -0.595 -2.063 -3.083
C 0.403 0.636 -3.590
H 2.896 -0.655 -2.176
H 2.461 -1.665 -3.598
H 2.293 -2.319 -1.940
C 2.206 -1.417 -2.559
H 1.058 1.436 -3.221
H 0.705 0.342 -4.603
H -0.318 -2.332 -4.111
H -1.631 -1.698 -3.071
H -0.631 1.006 -3.613
H -0.526 -2.954 -2.444
C -1.497 -1.294 0.017
O -2.396 -1.972 0.213
Cl 1.855 1.347 -0.597
N 0.731 3.637 6.268
C 0.566 3.023 5.282
C 0.362 2.267 4.070
C -0.462 2.769 3.049
C -0.639 2.008 1.909
N -0.034 0.817 1.753
C 0.788 0.344 2.706
C 1.020 1.042 3.877
H -0.945 3.733 3.136
H -1.261 2.369 1.080
H 1.293 -0.610 2.508
H 1.704 0.645 4.615

Output
orbital gap (alpha / beta)	2.57 / 3.38	eV
energy relative to the best compared isomer or geometry (same formula, charge and spin)	0.0	kJ/mol
highest occupied orbital energy (alpha / beta)	-12.8 / -15.3	eV
multiplicity	3
E_LUMO (alpha / beta)	-10.257 / -11.908	eV
charge	+2
expectation value of S²	2.01

Results of the natural (NBO) charge analysis, in e, for atoms 1 through 4: number 1, I, carries 0.506; number 2, I, carries 0.499; number 3, Au, carries 0.890; number 4, P, carries 1.013

---

Calculated max |F| in order - 6.26 2.80 4.04 eV Å⁻¹